(1)
Computed, not measured: C3H4O2S in the gas phase in a non-equilibrium geometry, with ωB97M-V with the def2-TZVPD basis set.

Element x y z (Å)
C  -0.872  1.213  -0.408
C  -0.004  0.133  0.093
C  1.307  -0.072  0.341
S  0.316  -1.601  0.271
O  0.409  -2.530  -0.836
O  0.091  -2.174  1.520
H  -1.771  0.795  -1.067
H  -0.311  1.834  -0.956
H  -1.351  1.755  0.492
H  2.185  0.647  0.550

Results
ΔE to the lowest compared entry with this formula, charge and spin (kJ/mol): 408.0
LUMO level (eV): 0.536
HOMO-LUMO gap (Eh): 0.39252
Structure (SMILES): CC1=CS1(=O)=O
Max |F| (eV/Å): 6.067



(2)
Computed, not measured: 3 unconnected molecules or ions with the total composition C15H29FN2O6 in a non-equilibrium geometry, with ωB97M-V with the def2-TZVPD basis set.

Element x y z (Å)
N  -1.810  -2.333  2.278
C  -3.130  -2.482  1.494
C  -2.967  -3.621  0.291
O  -4.277  -4.027  -0.296
C  -1.823  -3.249  -0.822
C  -2.097  -1.880  -1.678
C  -3.613  -1.278  -1.829
C  -3.203  0.117  -2.655
O  -3.819  0.667  -3.707
N  -1.956  0.577  -1.882
C  -1.059  -0.598  -1.518
F  -0.208  -0.509  -0.309
H  -1.103  -1.813  1.709
H  -2.055  -1.659  3.061
H  -3.883  -2.975  2.279
H  -3.559  -1.461  1.117
H  -2.573  -4.597  0.854
H  -4.123  -4.016  -1.306
H  -1.576  -4.196  -1.505
H  -0.816  -3.060  -0.209
H  -1.869  -2.232  -2.796
H  -4.407  -1.956  -2.405
H  -4.142  -0.819  -0.885
H  -2.264  0.876  -0.915
H  -0.274  -0.594  -2.387
C  0.314  2.725  0.191
C  0.011  3.117  -1.241
O  0.017  4.548  -1.395
C  1.123  5.293  -1.606
C  2.472  4.663  -1.412
O  1.026  6.488  -1.880
H  1.311  3.054  0.497
H  0.255  1.640  0.315
H  -0.397  3.198  0.876
H  0.684  2.642  -1.962
H  -1.000  2.782  -1.497
H  2.825  4.877  -0.400
H  3.165  5.099  -2.138
H  2.486  3.589  -1.585
C  2.745  -1.582  3.084
C  2.441  -1.191  1.652
O  2.447  0.240  1.498
C  3.553  0.985  1.287
C  4.902  0.356  1.481
O  3.456  2.181  1.013
H  3.741  -1.254  3.390
H  2.686  -2.668  3.208
H  2.033  -1.110  3.769
H  3.114  -1.666  0.931
H  1.430  -1.526  1.395
H  5.255  0.569  2.492
H  5.596  0.791  0.755
H  4.917  -0.719  1.307

Results
LUMO level (eV): -0.125
HOMO-LUMO gap (Eh): 0.34858
Structure (SMILES): NC[C@@H](O)C[C@H]1CC(=O)N[C@H]1F.CCOC(C)=O.CCOC(C)=O
Max |F| (eV/Å): 9.207



(3)
Computed, not measured: a molecular structure, C19H17ClOPTb in a non-equilibrium geometry, with ωB97M-V with the def2-TZVPD basis set.

Element x y z (Å)
Tb  -1.429  1.389  2.427
Cl  -1.457  1.696  4.953
P  0.348  -0.545  0.375
C  -1.065  -1.278  -0.415
C  -0.956  -1.780  -1.742
C  -2.125  -2.161  -2.428
C  -3.386  -1.979  -1.846
C  -3.485  -1.491  -0.524
C  -2.314  -1.236  0.189
C  0.004  1.245  0.431
C  0.813  1.991  1.375
C  0.277  3.188  1.923
C  -0.984  3.655  1.530
C  -1.675  3.012  0.472
C  -1.167  1.842  -0.095
C  1.867  -0.712  -0.604
C  2.885  -1.520  -0.089
C  4.100  -1.688  -0.760
C  4.319  -1.045  -1.982
C  3.322  -0.243  -2.530
C  2.096  -0.068  -1.862
H  1.777  1.592  1.677
H  0.881  3.685  2.667
H  -1.415  4.499  2.006
H  -2.599  3.432  0.107
H  -1.671  1.343  -0.950
H  0.003  -1.853  -2.219
H  -2.052  -2.598  -3.425
H  -4.301  -2.223  -2.395
H  -4.476  -1.332  -0.092
H  -2.392  -1.017  1.258
H  2.708  -2.014  0.876
H  4.874  -2.314  -0.326
H  5.273  -1.173  -2.495
H  3.496  0.259  -3.493
H  1.321  0.565  -2.302
H  -2.206  0.108  3.004
H  -0.731  -0.449  2.431
O  1.162  -1.758  2.711
C  0.361  -1.025  2.164

Results
ΔE to the lowest compared entry with this formula, charge and spin (kJ/mol): 305.1
LUMO level (spin up / spin down) (eV): -9.280 / -9.206
HOMO-LUMO gap (spin up / spin down) (Eh): 0.23305 / 0.24300
Multiplicity: 7
Max |F| (eV/Å): 5.430
Total charge: +2



(4)
Computed, not measured: 5 unconnected molecules or ions with the total composition C15H15F5O15 in a non-equilibrium geometry, with ωB97M-V with the def2-TZVPD basis set.

Element x y z (Å)
O  -1.462  20.656  13.654
C  -1.090  20.519  12.513
O  -1.810  20.677  11.426
C  -0.983  20.751  10.239
C  0.193  19.930  10.837
F  1.412  20.253  10.327
O  0.161  20.290  12.200
H  -1.439  20.343  9.337
H  -0.679  21.784  10.073
H  0.122  18.885  10.533
O  -4.300  18.744  -1.895
C  -3.999  19.737  -1.324
O  -4.840  20.712  -0.943
C  -4.255  21.762  -0.269
C  -2.763  21.288  -0.082
F  -2.472  21.060  1.189
O  -2.793  20.132  -0.903
H  -4.188  22.709  -0.804
H  -4.790  21.878  0.674
H  -2.026  22.028  -0.394
O  -5.176  19.136  1.738
C  -5.748  18.051  1.929
O  -6.130  17.607  3.105
C  -6.474  16.214  2.994
C  -6.883  16.148  1.471
F  -8.268  16.382  1.568
O  -6.171  17.326  1.044
H  -5.560  15.664  3.220
H  -7.280  15.894  3.654
H  -6.766  15.161  1.022
O  -6.222  22.180  7.011
C  -6.132  21.252  7.789
O  -5.566  21.231  8.983
C  -5.708  19.979  9.647
C  -6.432  19.154  8.720
F  -7.599  18.852  9.206
O  -6.612  20.071  7.584
H  -4.737  19.483  9.683
H  -6.212  20.032  10.612
H  -5.910  18.242  8.431
O  -2.526  21.992  7.353
C  -2.874  21.508  6.292
O  -3.346  20.358  6.121
C  -4.037  20.231  4.872
C  -3.395  21.348  4.121
F  -4.329  22.046  3.404
O  -2.953  22.189  5.123
H  -3.896  19.261  4.395
H  -5.087  20.484  5.017
H  -2.607  21.138  3.397

Results
ΔE to the lowest compared entry with this formula, charge and spin (kJ/mol): 285.3
LUMO level (eV): -0.067
HOMO-LUMO gap (Eh): 0.40632
Structure (SMILES): O=C1OC[C@@H](F)O1.O=C1OC[C@@H](F)O1.O=C1OC[C@@H](F)O1.O=C1OC[C@@H](F)O1.O=C1OC[C@@H](F)O1
Max |F| (eV/Å): 9.874